1.
{
  "formula": "C36H41IN2OPtSSi",
  "method": "wB97M-V/def2-TZVPD",
  "e_lumo_ha": -0.011,
  "gap_ev": 7.21,
  "total_energy_ha": -2685.8498,
  "homo_ev": -7.53,
  "symbols": ["Pt", "I", "C", "C", "C", "C", "C", "C", "C", "C", "C", "C", "H", "H", "H", "H", "H", "H", "C", "C", "C", "C", "C", "C", "N", "N", "Si", "C", "C", "C", "H", "H", "H", "H", "H", "H", "H", "H", "H", "H", "H", "H", "H", "H", "H", "C", "S", "O", "C", "C", "C", "C", "C", "C", "H", "H", "H", "H", "H", "H", "H", "H", "C", "C", "C", "C", "C", "C", "C", "C", "C", "C", "H", "H", "H", "H", "H", "H", "H", "H", "H", "H", "H", "H"],
  "xyz": [[0.497100, 0.583871, -0.715745], [-0.125486, -0.154502, 2.614086], [1.840809, 0.547678, 2.737608], [2.301062, 0.647398, 4.020867], [3.619569, 1.060492, 4.291848], [4.449726, 1.342705, 3.255334], [4.005909, 1.248424, 1.911707], [4.933490, 1.542168, 0.884005], [4.549680, 1.476638, -0.417928], [3.222632, 1.130939, -0.731535], [2.269021, 0.827156, 0.218733], [2.660295, 0.869591, 1.599341], [1.642744, 0.398018, 4.841823], [3.958804, 1.136701, 5.316515], [5.474527, 1.646135, 3.433249], [5.942995, 1.820879, 1.161028], [5.248217, 1.699958, -1.215054], [2.950727, 1.110706, -1.780094], [-1.326059, -0.756849, -4.044397], [-1.246274, 0.710105, -3.744307], [-1.524294, 1.664033, -4.710726], [-1.343577, 3.018072, -4.401706], [-0.867045, 3.388831, -3.163712], [-0.615559, 2.376170, -2.226518], [-0.876001, 1.065834, -2.507957], [-0.028604, 2.541269, -0.996325], [0.179585, 4.035368, -0.134354], [-1.417872, 5.016049, -0.167192], [0.618553, 3.675215, 1.636523], [1.573682, 5.053748, -0.860186], [-1.872179, -0.938614, -4.968779], [-1.806650, -1.288194, -3.223812], [-0.314021, -1.153758, -4.171778], [-1.863205, 1.354208, -5.689045], [-1.543968, 3.773440, -5.151814], [-0.642303, 4.417670, -2.928279], [-2.258582, 4.388171, 0.138246], [-1.653233, 5.434202, -1.146504], [-1.346477, 5.846301, 0.540815], [-0.137072, 3.068245, 2.141307], [0.707894, 4.623937, 2.173686], [1.574972, 3.155775, 1.715764], [1.402040, 5.363972, -1.892377], [2.496627, 4.467467, -0.837119], [1.734784, 5.955410, -0.262344], [-4.983697, -0.295610, -0.717747], [-3.196879, -0.489786, -0.604637], [-2.846036, -1.666866, -1.448529], [-3.253829, -1.093397, 1.086079], [-2.955047, -2.422135, 1.326033], [-3.044867, -2.904346, 2.627949], [-3.419705, -2.062979, 3.664319], [-3.694126, -0.723007, 3.411382], [-3.606036, -0.231395, 2.118545], [-5.449975, -1.248206, -0.470862], [-5.215265, -0.003455, -1.740715], [-5.295177, 0.486359, -0.027296], [-2.654566, -3.060087, 0.503791], [-2.810899, -3.941726, 2.827083], [-3.481905, -2.443381, 4.675501], [-3.961946, -0.058827, 4.222517], [-3.793498, 0.818270, 1.921161], [2.580068, -2.237074, 0.504398], [1.511756, -2.451722, -0.561176], [2.221196, -2.872119, -1.871648], [0.694926, -1.256672, -0.939844], [0.499170, -3.539112, -0.153595], [-0.419115, -4.045048, -1.076187], [-1.305429, -5.052220, -0.729973], [-1.296186, -5.578437, 0.555387], [-0.404064, -5.071816, 1.486654], [0.477320, -4.055042, 1.138781], [3.334536, -1.542106, 0.145233], [3.073368, -3.186545, 0.724327], [2.164011, -1.835975, 1.426260], [2.933001, -2.102085, -2.173209], [1.522845, -3.034480, -2.692369], [2.763329, -3.800942, -1.692648], [-0.051452, -1.602431, -1.670071], [-0.457589, -3.655234, -2.085301], [-2.007479, -5.421393, -1.466209], [-1.982646, -6.369991, 0.827534], [-0.387316, -5.466372, 2.495167], [1.152235, -3.673656, 1.890988]],
  "atomic_forces_ev_per_a": [[0.134, -0.477, -0.531], [-0.105, 0.052, -0.208], [0.148, 0.064, -0.234], [0.007, 0.000, 0.018], [-0.021, -0.002, 0.007], [0.002, 0.003, -0.019], [-0.024, -0.009, -0.010], [-0.036, -0.010, 0.038], [-0.003, 0.016, -0.001], [0.131, 0.030, -0.036], [-0.078, 0.190, 0.182], [-0.014, -0.154, 0.178], [0.019, 0.004, 0.004], [-0.006, -0.002, 0.002], [-0.002, 0.002, -0.006], [-0.005, -0.004, 0.007], [-0.006, -0.003, 0.003], [-0.009, 0.006, 0.007], [0.065, -0.003, -0.002], [-0.115, -0.104, -0.031], [0.003, 0.253, 0.097], [0.025, -0.257, 0.044], [-0.161, -0.142, -0.306], [0.194, 0.149, 0.761], [0.439, 0.468, 0.365], [-0.437, 0.160, -0.463], [0.077, -0.052, -0.130], [-0.033, 0.048, 0.041], [-0.010, -0.014, 0.064], [0.058, 0.048, 0.029], [-0.002, 0.016, -0.006], [0.003, 0.007, -0.059], [-0.002, 0.006, 0.009], [0.005, -0.001, 0.004], [-0.006, -0.003, -0.004], [-0.014, 0.018, 0.014], [0.011, 0.001, 0.008], [-0.004, 0.006, 0.006], [-0.024, 0.010, -0.022], [0.008, 0.013, -0.034], [-0.003, -0.017, 0.023], [-0.035, 0.064, -0.003], [-0.034, -0.018, -0.016], [-0.006, 0.012, 0.002], [0.016, 0.001, -0.027], [-0.038, -0.011, -0.187], [0.015, -0.026, 0.302], [-0.033, -0.037, 0.021], [-0.018, 0.036, 0.048], [-0.007, -0.009, 0.054], [0.016, 0.021, -0.024], [0.025, 0.005, -0.020], [0.019, 0.004, -0.032], [0.032, -0.020, 0.030], [-0.020, 0.017, -0.018], [0.005, 0.011, -0.008], [-0.022, -0.010, 0.005], [-0.016, 0.021, 0.004], [0.004, -0.004, -0.003], [-0.003, -0.003, 0.000], [-0.004, 0.000, 0.003], [-0.002, -0.007, -0.008], [0.009, -0.040, -0.033], [-0.016, 0.001, 0.048], [0.002, 0.026, -0.047], [-0.133, -0.392, 0.045], [-0.023, -0.043, -0.023], [0.008, -0.029, 0.009], [0.022, 0.004, 0.035], [0.014, 0.026, -0.015], [0.001, 0.018, -0.007], [-0.055, -0.033, 0.022], [0.018, 0.045, -0.013], [-0.012, 0.005, 0.019], [0.014, -0.003, 0.002], [0.007, 0.004, 0.007], [0.013, 0.001, 0.017], [0.021, -0.016, -0.002], [0.006, 0.057, 0.008], [0.002, 0.016, 0.008], [0.000, -0.002, -0.004], [0.000, -0.007, -0.003], [-0.004, 0.006, 0.002], [0.002, -0.001, -0.005]],
  "lowdin_charge": [1.144, 1.086, -0.635, -0.181, -0.080, -0.041, -0.167, -0.049, -0.084, -0.150, -0.312, -0.252, 0.075, 0.104, 0.111, 0.109, 0.103, 0.087, -0.033, -0.327, -0.050, -0.063, -0.034, -0.439, 0.033, -0.216, 0.374, -0.171, -0.165, -0.167, 0.080, 0.034, 0.084, 0.102, 0.106, 0.086, 0.031, 0.017, 0.030, 0.010, 0.038, 0.017, 0.020, 0.025, 0.030, -0.229, 0.895, -0.531, -0.437, -0.076, -0.073, -0.090, -0.108, -0.150, 0.068, 0.053, 0.052, 0.090, 0.100, 0.105, 0.108, 0.113, -0.054, -0.531, -0.017, -0.147, -0.163, -0.045, -0.080, -0.099, -0.089, -0.031, 0.081, 0.098, 0.046, 0.090, 0.075, 0.101, 0.028, 0.108, 0.109, 0.104, 0.105, 0.101]
}



2.
{
  "formula": "C25H29N5O5S",
  "method": "wB97M-V/def2-TZVPD",
  "e_lumo_ha": -0.003,
  "gap_ev": 7.99,
  "total_energy_ha": -2018.3023,
  "homo_ev": -8.09,
  "symbols": ["C", "C", "C", "C", "C", "C", "C", "H", "C", "H", "H", "H", "H", "N", "C", "O", "C", "C", "N", "H", "H", "C", "N", "S", "C", "O", "N", "H", "H", "C", "C", "C", "C", "C", "O", "C", "H", "H", "H", "H", "H", "H", "C", "O", "N", "H", "C", "H", "C", "C", "H", "C", "H", "C", "H", "H", "O", "H", "H", "H", "H", "H", "H", "H", "H"],
  "xyz": [[1.901845, 5.268065, 0.214167], [1.784145, 4.056561, -0.657699], [1.136143, 2.920170, -0.195031], [1.051343, 1.793273, -1.000676], [1.589062, 1.802333, -2.282284], [2.247790, 2.928924, -2.753228], [2.339089, 4.043556, -1.930838], [2.846914, 4.925893, -2.293419], [2.862800, 2.928983, -4.118788], [2.295039, 2.300832, -4.800996], [3.877669, 2.534174, -4.063482], [2.913728, 3.936708, -4.523366], [1.493983, 0.924425, -2.904880], [0.352482, 0.652415, -0.539019], [0.894785, -0.590286, -0.453353], [0.190617, -1.578258, -0.224297], [2.332227, -0.746596, -0.569588], [2.967430, -1.994479, -0.540283], [2.371918, -3.189699, -0.553685], [1.369774, -3.214185, -0.436307], [2.965999, -4.001959, -0.461232], [4.387108, -1.809070, -0.528131], [4.789368, -0.555747, -0.525883], [3.555181, 0.488090, -0.558424], [5.347994, -2.928204, -0.483358], [4.994961, -4.096587, -0.446394], [6.638463, -2.541721, -0.483078], [6.858209, -1.560798, -0.498181], [7.367809, -3.232525, -0.439552], [-1.069639, 0.841499, -0.222236], [-1.910916, -0.111877, -1.012546], [-1.952189, -0.288925, -2.363930], [-2.906054, -1.308814, -2.599234], [-3.384214, -1.676308, -1.378248], [-2.783663, -0.945713, -0.410640], [-4.391887, -2.692126, -0.976450], [-5.215224, -2.225466, -0.436342], [-4.781072, -3.187184, -1.860910], [-3.936541, -3.436005, -0.323618], [-3.193134, -1.711668, -3.548795], [-1.373034, 0.236937, -3.095631], [-1.310694, 1.867013, -0.528984], [-1.243659, 0.799463, 1.310502], [-1.333225, 1.838880, 1.940477], [-1.203578, -0.414846, 1.863069], [-1.116701, -1.227930, 1.265406], [-1.172559, -0.609554, 3.291729], [-0.893328, 0.341373, 3.753200], [-2.521856, -1.061469, 3.871646], [-3.677490, -0.094093, 3.548728], [-4.267232, 0.098820, 4.445288], [-4.502567, -0.866025, 2.519783], [-4.115911, -0.688137, 1.517524], [-4.222028, -2.307786, 2.935618], [-4.862928, -2.596416, 3.783409], [-4.347113, -3.035508, 2.133164], [-2.865823, -2.328698, 3.326556], [-5.561641, -0.620176, 2.550701], [-3.305891, 0.852698, 3.165664], [-2.391246, -1.165076, 4.960157], [-0.421800, -1.369056, 3.523625], [0.686735, 2.907979, 0.786517], [1.116245, 5.280109, 0.964907], [1.844821, 6.179056, -0.377191], [2.863163, 5.260743, 0.728371]],
  "atomic_forces_ev_per_a": [[0.057, -0.008, 0.032], [-0.043, -0.061, -0.023], [0.083, -0.055, -0.071], [0.199, 0.367, -0.266], [-0.223, 0.156, 0.074], [-0.062, 0.016, 0.021], [-0.033, -0.150, 0.018], [0.053, 0.132, -0.064], [0.055, -0.031, 0.038], [-0.005, -0.021, -0.093], [0.079, -0.023, -0.079], [0.017, 0.045, -0.076], [-0.023, -0.105, -0.071], [-0.299, 0.097, 0.029], [-0.056, -0.252, 0.064], [0.037, -0.047, -0.076], [0.823, -0.046, -0.009], [-0.248, 0.638, -0.129], [-0.220, -0.475, 0.074], [0.128, -0.017, 0.005], [-0.098, 0.067, -0.011], [-0.434, 0.548, 0.028], [0.279, -0.305, 0.089], [0.009, -0.471, 0.034], [0.540, -0.005, -0.013], [-0.159, -0.147, 0.002], [0.228, 0.022, -0.005], [0.033, -0.004, 0.004], [-0.097, 0.008, 0.000], [-0.239, -0.183, 0.222], [0.105, 0.387, -1.094], [0.069, 0.273, 0.734], [-0.238, -0.224, 0.512], [-0.173, -0.313, -0.906], [-0.055, -0.019, 0.283], [0.225, 0.245, 0.232], [-0.103, -0.030, 0.027], [-0.022, -0.020, -0.038], [-0.038, -0.108, 0.035], [-0.130, -0.153, -0.158], [0.170, 0.164, -0.111], [0.058, -0.287, 0.194], [-0.055, -0.037, -0.410], [-0.029, 0.405, 0.135], [-0.084, -0.426, 0.180], [0.016, 0.241, 0.028], [-0.313, -0.141, 0.416], [0.035, -0.157, 0.000], [0.435, 0.432, 0.178], [0.011, -0.152, -0.004], [0.006, 0.024, 0.007], [0.084, -0.198, 0.064], [-0.062, -0.013, 0.012], [-0.393, 0.047, -0.070], [0.024, -0.012, -0.101], [-0.046, 0.005, 0.035], [0.283, -0.008, -0.089], [-0.065, 0.018, -0.028], [0.002, 0.079, 0.032], [-0.018, 0.016, -0.145], [0.012, 0.076, 0.011], [-0.085, -0.021, 0.145], [-0.036, 0.062, 0.069], [-0.009, 0.088, 0.009], [0.036, 0.069, 0.070]],
  "lowdin_charge": [-0.041, -0.253, 0.025, -0.285, -0.045, -0.273, -0.002, 0.121, -0.042, 0.079, 0.086, 0.078, 0.130, 0.054, -0.406, 0.050, -0.300, -0.270, 0.175, 0.095, 0.093, -0.260, -0.261, 1.118, -0.486, 0.050, 0.174, 0.091, 0.116, -0.078, -0.228, -0.004, -0.013, -0.308, 0.063, -0.007, 0.082, 0.084, 0.082, 0.108, 0.111, 0.169, -0.430, 0.054, 0.112, 0.126, -0.099, 0.130, -0.305, -0.111, 0.114, -0.147, 0.088, -0.196, 0.123, 0.107, -0.098, 0.112, 0.103, 0.145, 0.131, 0.121, 0.081, 0.079, 0.087]
}